# C42H36F33NO10

5 unconnected molecules or ions with the total composition C42H36F33NO10 (the ωB97M-V functional and the def2-TZVPD basis, OMol25).

Last column: Löwdin charge in e.
Element x y z (Å)
H: 6.22 -2.54 -3.59  0.149
F: 7.91 2.38 -0.52  0.098
H: -2.72 2.74 -3.24  0.112
F: -6.53 -0.60 1.11  0.095
F: 8.23 -5.24 -0.70  0.095
F: 2.90 -4.61 -3.79  0.143
H: -7.67 -1.05 -2.80  0.147
O: 0.94 3.96 -0.77  -0.107
H: 2.69 4.05 0.40  0.134
F: 5.64 1.42 0.96  0.131
H: 1.40 5.75 -1.78  0.152
O: 0.52 -0.40 4.40  0.126
C: -3.41 2.86 3.42  -0.096
F: -0.44 -4.12 -3.24  0.093
C: -5.90 2.63 2.92  -0.195
H: 0.14 -6.00 -3.06  0.169
C: 0.23 0.32 3.48  -0.260
C: -3.49 1.52 4.03  0.068
C: -7.17 3.32 2.30  -0.098
H: -2.69 4.67 -2.16  0.091
H: -0.60 2.68 -2.24  0.123
C: 3.89 -4.69 -2.87  -0.514
C: -8.29 -1.04 -1.90  -0.040
C: 6.25 4.44 1.65  -0.299
H: 7.97 -5.55 -2.65  0.174
H: -2.05 3.58 -4.74  0.117
F: 4.25 -4.97 -0.54  0.101
F: -1.69 -0.78 -1.56  0.091
C: 7.34 3.73 2.45  -0.437
F: -8.85 0.31 -0.04  0.127
F: -0.89 -1.95 0.77  0.102
O: -2.32 -0.63 4.61  0.030
F: 0.15 -2.75 -0.96  0.113
C: 1.11 4.68 -1.98  -0.230
H: -2.49 -4.27 0.28  0.144
H: 5.32 4.51 2.22  0.174
C: 3.29 -4.93 -1.49  -0.277
F: 6.40 -6.03 -1.53  0.094
C: 5.99 -3.53 -3.21  -0.041
C: 1.63 -0.77 1.56  -0.007
C: -6.52 -2.16 -0.70  -0.519
C: 1.05 0.43 2.15  -0.056
H: -4.96 4.07 4.41  0.156
H: 2.89 3.19 -1.16  0.125
F: -6.19 -3.44 -0.97  0.147
C: -2.07 3.57 -3.62  -0.194
H: 1.87 4.24 -2.69  0.137
C: -1.42 -4.14 0.12  -0.040
C: -8.51 0.38 -1.35  -0.437
H: 8.56 0.52 -0.36  0.177
O: 4.59 -3.48 -2.94  0.038
H: 5.96 2.13 3.08  0.146
C: -2.29 0.67 4.07  -0.157
H: -8.02 2.57 2.34  0.078
F: 6.88 0.69 -1.42  0.089
C: 1.94 1.96 0.35  -0.091
H: 6.22 -4.21 -4.03  0.145
O: -0.13 4.73 -2.68  -0.124
O: 0.91 4.06 2.46  0.126
F: -4.84 -1.97 0.97  0.084
C: 7.62 1.08 -0.35  -0.274
C: -2.05 -0.56 5.95  -0.275
C: 2.15 3.35 -0.32  -0.165
H: -3.06 -1.92 -0.68  0.153
C: -1.06 1.22 3.50  0.014
F: -5.81 -1.40 -1.56  0.136
C: 6.85 0.84 0.95  -0.522
C: 7.41 -5.18 -1.78  -0.301
F: 8.03 -2.97 -2.21  0.103
H: -7.53 4.23 2.86  0.081
C: 2.38 -0.61 0.30  -0.026
H: -2.11 4.43 2.40  0.132
F: 6.64 -0.49 1.10  0.147
F: 4.69 -5.69 -3.28  0.139
F: -1.51 -5.78 -4.15  0.101
F: -6.23 0.97 -0.93  0.087
F: 5.99 3.83 0.48  0.085
C: -7.36 1.37 -1.56  -0.295
O: -7.88 -2.04 -0.96  0.043
F: 7.54 4.45 3.60  0.106
C: 1.16 1.79 1.57  0.000
O: -0.86 -5.22 -0.62  0.036
F: -2.34 -2.68 -2.37  0.094
C: 0.43 2.96 2.32  -0.257
O: 7.57 1.24 2.08  0.042
H: -6.20 2.00 3.80  0.104
C: -2.16 3.41 2.86  0.076
C: 6.93 -3.75 -2.00  -0.436
C: -0.55 3.43 -3.10  -0.176
H: -6.98 3.50 1.21  0.063
C: 7.02 2.28 2.88  -0.043
F: -7.68 2.58 -1.04  0.090
H: -0.98 -4.25 1.12  0.151
F: -1.84 -6.93 -1.61  0.149
C: -1.58 -5.62 -1.77  -0.507
C: -0.78 -5.41 -3.06  -0.276
F: 8.52 3.75 1.79  0.130
F: 2.65 -6.12 -1.44  0.096
F: 6.34 -3.27 -0.88  0.127
H: -5.43 1.96 2.15  0.115
C: -4.78 3.67 3.38  -0.251
H: 3.09 0.86 -1.20  0.110
H: -4.42 1.09 4.47  0.122
C: -1.06 -2.72 -0.35  -0.424
O: -2.60 4.81 -3.12  -0.089
H: -6.70 -2.55 1.43  0.179
F: -2.77 -4.99 -1.79  0.135
F: -4.71 4.70 2.41  -0.031
C: -6.18 -1.86 0.76  -0.269
F: -9.60 0.89 -1.99  0.109
H: 2.58 -4.14 -1.22  0.164
N: -1.48 -0.51 6.95  0.192
H: -9.27 -1.38 -2.23  0.151
C: -2.11 -2.02 -1.22  -0.294
C: 2.53 0.75 -0.25  -0.005
C: -0.97 2.56 2.91  -0.033
F: 6.64 5.71 1.35  0.094
H: 1.45 -1.74 2.08  0.120
H: 0.12 3.01 -3.91  0.127
H: 2.80 -1.52 -0.17  0.096
H: -7.14 1.50 -2.62  0.176
H: 7.50 2.15 3.85  0.150

Total charge: 0
Molecular weight: 1341.7 g/mol
Strongest force on any atom: 4.11 eV/A
SMILES: CC[C@H](F)c1cc(OC#N)c2c(c1)C(=O)c1c(COCOCCO)cccc1C2=O.FC(F)C(F)(F)COC(F)(F)C(F)F.FC(F)C(F)(F)COC(F)(F)C(F)F.FC(F)C(F)(F)COC(F)(F)C(F)F.FC(F)C(F)(F)COC(F)(F)C(F)F
Kohn-Sham gap: 8.59 eV